# 1
The following is a DFT calculation (the ωB97M-V functional and the def2-TZVPD basis) of a single C5H11NO molecule.

Properties
Gap between HOMO and LUMO (hartree): 0.3655
Max |F| (eV/Å): 3.7
Energy (a.u.): -326.99902
SMILES string: C[C@H]1CN1CCO

Each line ends with the Mulliken charge.
Atoms and positions in Å:
C 1.86 0.25 -1.44  -1.3351
C 1.10 -0.59 -0.44  0.3052
C 1.46 -0.60 1.01  -0.5758
N 0.32 0.16 0.54  -0.2466
C -1.02 -0.27 0.94  -0.4701
C -2.10 0.13 -0.02  -0.3571
O -2.63 1.40 0.69  -0.5918
H 1.19 0.61 -2.23  0.2746
H 2.68 -0.31 -1.91  0.3385
H 2.29 1.13 -0.95  0.3190
H 0.67 -1.51 -0.82  0.3708
H 2.31 -0.03 1.38  0.2287
H 1.26 -1.53 1.55  0.2735
H -1.07 -1.29 1.36  0.3483
H -1.56 0.59 1.55  0.3180
H -1.80 0.42 -1.03  0.2514
H -2.95 -0.56 -0.03  0.2303
H -2.06 2.15 0.47  0.3183

---

# 2
The following is a DFT calculation (the ωB97M-V functional and the def2-TZVPD basis) of a 2-piece molecular cluster, C16H31FNO2S overall.

Properties
Total charge: +1
Gap between HOMO and LUMO (hartree): 0.3096
Max |F| (eV/Å): 0.4
Energy (a.u.): -1331.30577

Each line ends with the Mulliken charge.
Atoms and positions in Å:
C 1.98 -2.51 0.56  -0.2435
C 2.11 -3.57 1.66  -0.7479
S 0.57 -4.32 2.26  -0.1065
C -0.33 -2.88 2.86  -0.6879
C -1.80 -2.84 2.40  -0.1615
C -2.05 -2.19 1.02  0.9123
C -2.49 -3.33 0.13  0.1861
F -1.38 -3.80 -0.58  -0.2997
C -2.89 -4.43 1.11  0.2705
O -3.56 -5.38 0.89  -0.5067
O -2.35 -4.17 2.32  -0.4213
H 0.95 -2.15 0.46  -0.3510
H 2.62 -1.65 0.77  0.2527
H 2.27 -2.91 -0.41  0.4328
H 2.69 -3.20 2.51  0.3863
H 2.66 -4.43 1.27  0.3536
H 0.16 -1.97 2.50  0.0437
H -0.30 -2.85 3.95  0.5504
H -2.38 -2.34 3.17  0.3867
H -2.78 -1.39 1.07  0.5105
H -1.12 -1.80 0.60  -1.2052
H -3.27 -3.12 -0.60  0.4046
C 0.48 4.89 -2.39  -1.2261
C 1.70 3.99 -2.17  -0.4217
C 1.52 2.49 -2.33  -0.6903
N 0.71 1.71 -1.31  0.3826
C -0.76 2.01 -1.46  -0.6127
C -1.61 1.35 -0.39  -0.5404
C -1.12 1.72 1.01  -0.7506
C 0.35 1.36 1.16  0.0023
C 1.18 2.03 0.09  -0.8377
C 0.96 0.26 -1.60  -0.9290
H -0.13 5.01 -1.49  0.3554
H 0.82 5.89 -2.66  0.4052
H -0.15 4.52 -3.19  0.3209
H 2.18 4.22 -1.21  0.3502
H 2.45 4.24 -2.92  0.4140
H 2.51 2.02 -2.32  0.4019
H 1.06 2.26 -3.30  0.4049
H -0.87 3.09 -1.40  0.2014
H -1.04 1.68 -2.46  0.4967
H -2.64 1.67 -0.54  0.4087
H -1.60 0.26 -0.51  0.1221
H -1.72 1.21 1.77  0.4411
H -1.26 2.79 1.17  0.3680
H 0.49 0.27 1.14  -0.2811
H 0.74 1.69 2.13  0.4615
H 2.23 1.75 0.13  0.4075
H 1.11 3.11 0.19  0.4156
H 2.01 0.05 -1.47  0.4070
H 0.66 0.06 -2.63  0.3575
H 0.38 -0.36 -0.93  0.2064

---

# 3
The following is a DFT calculation (the ωB97M-V functional and the def2-TZVPD basis) of C30H33FInN7S as an isolated structure.

Properties
Total charge: +2
Gap between HOMO and LUMO (hartree): 0.2497
Max |F| (eV/Å): 2.6
Energy (a.u.): -2233.93780

Each line ends with the Mulliken charge.
Atoms and positions in Å:
In -1.45 -0.59 -1.09  1.1714
N 6.33 0.04 6.10  -0.4296
C 5.46 0.06 5.33  -0.2028
C 4.37 0.02 4.36  0.5260
C 3.87 -1.22 3.90  -0.9219
C 2.76 -1.28 3.02  0.1130
C 2.23 -0.11 2.45  -1.1960
C 2.80 1.12 2.86  -0.0306
C 3.80 1.20 3.82  -0.8943
C 1.13 -0.19 1.43  1.4903
C 1.48 0.01 0.07  -0.1173
C 2.76 0.48 -0.39  -0.2827
C 2.75 0.47 -1.81  -1.6345
C 1.49 0.03 -2.20  -0.5438
N 0.71 -0.23 -1.07  -0.0724
C -0.21 -0.43 1.89  0.2571
C -0.52 -0.60 3.26  -0.5458
C -1.93 -0.68 3.41  -1.5027
C -2.45 -0.55 2.12  -0.2973
N -1.43 -0.40 1.17  0.1124
H 4.34 -2.12 4.27  0.4731
H 2.31 -2.26 2.78  0.5994
H 2.40 2.04 2.45  0.4154
H 4.22 2.15 4.18  0.4455
H 3.57 0.78 0.23  0.7569
H 3.54 0.74 -2.46  0.5978
H 1.06 -0.12 -3.20  0.5304
H 0.22 -0.62 4.05  0.5929
H -2.49 -0.81 4.30  0.5235
H -3.50 -0.50 1.83  0.5789
F -7.80 -0.34 -1.08  -0.2975
C -6.45 -0.41 -1.16  0.2227
C -5.79 -1.55 -0.68  -0.5794
C -4.40 -1.60 -0.75  -0.3319
C -3.70 -0.58 -1.37  0.1324
C -4.38 0.46 -1.99  -0.2000
C -5.75 0.60 -1.82  -0.6625
H -6.37 -2.36 -0.25  0.4270
H -3.85 -2.44 -0.32  0.3132
H -3.88 1.16 -2.65  0.5072
H -6.30 1.43 -2.25  0.4867
N -1.21 5.05 -0.98  -0.0731
C -2.41 4.27 -0.45  -0.9278
C -2.05 2.77 -0.28  -0.3356
N -1.59 2.18 -1.54  0.0994
C -0.42 2.89 -2.04  -0.4452
C -0.59 4.41 -2.22  -0.9593
H -0.48 5.11 -0.27  0.4092
H -1.49 6.01 -1.19  0.3569
H -3.25 4.38 -1.17  0.3589
H -2.69 4.69 0.53  0.4354
H -2.93 2.23 0.08  0.3718
H -1.28 2.63 0.51  0.1814
H -2.36 2.21 -2.22  0.0757
H -0.14 2.49 -3.06  0.4569
H 0.44 2.65 -1.35  0.1721
H -1.22 4.68 -3.08  0.3733
H 0.39 4.90 -2.39  0.4397
S -1.10 -3.36 -1.32  -0.3842
C 0.61 -3.46 -1.35  0.0711
N 1.24 -3.38 -2.54  -0.0385
C 2.65 -3.69 -2.76  -0.6643
C 3.47 -3.47 -1.48  -0.3921
C 2.75 -3.92 -0.19  -0.4349
N 1.35 -3.55 -0.23  0.0001
H 0.63 -3.34 -3.35  0.2461
H 3.02 -3.04 -3.58  0.3640
H 2.75 -4.74 -3.12  0.3557
H 3.69 -2.38 -1.39  0.0861
H 4.44 -4.00 -1.58  0.4149
H 3.20 -3.43 0.69  0.2078
H 2.83 -5.02 -0.02  0.3771
H 0.79 -3.59 0.63  0.2712

---

# 4
The following is a DFT calculation (the ωB97M-V functional and the def2-TZVPD basis) of a 2-piece molecular cluster, C3H9NOS overall.

Properties
Gap between HOMO and LUMO (hartree): 0.3343
Max |F| (eV/Å): 1.5
Energy (a.u.): -647.87466
SMILES string: NC=O.CSC

Each line ends with the Mulliken charge.
Atoms and positions in Å:
C -1.85 -0.06 -0.99  -0.7595
S -0.97 1.11 0.11  -0.1454
C 0.48 1.56 -0.87  -0.8425
H -1.28 -0.21 -1.91  0.2600
H -1.79 -0.99 -0.45  0.2384
H -2.78 0.34 -1.39  0.3511
H 1.04 0.72 -1.25  0.2748
H 1.04 2.24 -0.23  0.3041
H 0.15 2.21 -1.68  0.3235
C 1.08 -1.61 0.98  0.0474
N 0.92 -0.65 1.90  -0.2754
O 0.20 -2.21 0.40  -0.5297
H 2.14 -1.92 0.91  0.3186
H 1.65 -0.14 2.36  0.1838
H -0.03 -0.39 2.13  0.2508

---

# 5
The following is a DFT calculation (the ωB97M-V functional and the def2-TZVPD basis) of a 10-piece molecular cluster, C15H50O10 overall.

Properties
Gap between HOMO and LUMO (hartree): 0.3767
Max |F| (eV/Å): 2.3
Energy (a.u.): -1353.67952
SMILES string: CCO.CCO.CCO.CCO.CCO.CO.CO.CO.CO.CO

Each line ends with the Mulliken charge.
Atoms and positions in Å:
C -1.69 -1.87 -7.51  -0.9753
C -2.56 -1.78 -8.76  -0.2352
O -3.85 -2.20 -8.39  -0.4947
H -0.61 -1.84 -7.70  0.3191
H -1.95 -2.72 -6.88  0.2878
H -1.89 -0.96 -6.94  0.2461
H -2.19 -2.32 -9.64  0.3424
H -2.61 -0.75 -9.10  0.2246
H -4.26 -2.45 -9.22  0.2869
C -3.56 -2.13 8.61  -1.0344
C -3.60 -2.39 7.11  -0.1917
O -3.84 -3.74 6.80  -0.5135
H -4.55 -2.26 9.04  0.2723
H -3.21 -1.13 8.87  0.3365
H -2.87 -2.86 9.04  0.2832
H -2.65 -2.02 6.72  0.2541
H -4.37 -1.77 6.66  0.2797
H -3.98 -3.71 5.85  0.3139
C 6.30 -2.30 3.94  -0.9483
C 5.91 -1.43 5.13  -0.2478
O 7.03 -0.88 5.79  -0.5315
H 5.37 -2.45 3.38  0.3007
H 6.71 -3.27 4.24  0.3189
H 7.02 -1.76 3.33  0.2744
H 5.34 -1.99 5.88  0.2581
H 5.28 -0.62 4.77  0.2794
H 7.65 -1.56 6.06  0.2963
C 6.15 4.46 1.75  -1.0335
C 7.00 5.59 1.10  -0.1703
O 6.51 6.85 1.54  -0.5202
H 6.55 3.51 1.39  0.3284
H 5.09 4.48 1.51  0.2920
H 6.19 4.52 2.83  0.2841
H 6.86 5.46 0.02  0.2434
H 8.07 5.51 1.28  0.2830
H 6.98 7.55 1.08  0.2935
C -0.36 0.47 0.98  -0.9471
C -1.14 0.39 -0.37  -0.2318
O -2.53 0.11 -0.14  -0.5277
H -0.51 -0.49 1.49  0.2650
H -0.74 1.33 1.53  0.2516
H 0.71 0.65 0.84  0.3359
H -0.75 -0.29 -1.13  0.3223
H -1.06 1.37 -0.83  0.2371
H -3.00 0.00 -0.98  0.2948
C 2.42 3.24 -5.20  -0.4591
O 2.83 2.01 -5.74  -0.5009
H 2.54 3.99 -5.98  0.2325
H 1.38 3.13 -4.89  0.2282
H 3.01 3.53 -4.33  0.2010
H 2.49 1.93 -6.64  0.2987
C 6.73 -0.92 -2.43  -0.5401
O 5.39 -0.70 -2.19  -0.4830
H 7.30 -1.45 -1.67  0.2409
H 6.87 -1.33 -3.43  0.2338
H 7.22 0.05 -2.40  0.2410
H 5.03 -0.23 -2.95  0.3061
C -5.60 -5.08 -0.16  -0.5514
O -4.95 -4.46 0.98  -0.4804
H -5.69 -6.16 -0.12  0.2400
H -6.60 -4.68 -0.29  0.2505
H -5.02 -4.95 -1.08  0.2407
H -4.62 -3.62 0.66  0.3010
C -7.68 -0.53 -4.57  -0.5363
O -6.39 -1.09 -4.38  -0.4787
H -8.36 -1.23 -5.04  0.2410
H -8.09 -0.19 -3.62  0.2252
H -7.71 0.39 -5.15  0.2518
H -6.16 -1.52 -5.21  0.2949
C -5.02 3.95 3.86  -0.4666
O -4.56 3.95 5.21  -0.5080
H -6.04 4.35 3.83  0.2142
H -4.35 4.61 3.30  0.2340
H -5.10 2.96 3.42  0.2271
H -3.64 3.70 5.24  0.2998

---

# 6
The following is a DFT calculation (the ωB97M-V functional and the def2-TZVPD basis) of a 2-piece molecular cluster, C4H5NO2 overall.

Properties
Gap between HOMO and LUMO (hartree): 0.3302
Max |F| (eV/Å): 0.8
Energy (a.u.): -360.60110
SMILES string: NC1=CC1.O=C=O

Each line ends with the Mulliken charge.
Atoms and positions in Å:
N 0.51 1.45 1.01  -0.5094
C -0.34 0.49 0.55  0.0770
C -1.37 0.22 -0.50  -0.4665
C -0.98 -0.64 0.68  -0.3323
O 0.90 -2.20 -1.23  -0.3891
C 1.54 -1.26 -1.00  0.8149
O 2.20 -0.32 -0.79  -0.4189
H 1.00 1.95 0.29  0.2751
H 1.14 1.14 1.74  0.2623
H -2.31 0.78 -0.48  0.2201
H -1.06 -0.06 -1.51  0.1228
H -1.21 -1.54 1.23  0.3439

---

# 7
The following is a DFT calculation (the ωB97M-V functional and the def2-TZVPD basis) of C25H31CsF5GeN4O3Se as an isolated structure.

Properties
⟨S²⟩: 0.763
Total charge: -2
Gap between HOMO and LUMO (alpha / beta) (hartree): 0.1594 / 0.2475
Max |F| (eV/Å): 0.8
Energy (a.u.): -6413.89658
Multiplicity: 2

Each line ends with the Mulliken charge.
Atoms and positions in Å:
Cs -0.27 0.90 -0.11  1.2419
C 1.93 -1.55 -2.25  -1.0187
C 0.57 -2.25 -2.25  1.3526
C 0.37 -2.99 -3.58  -1.9226
C 0.50 -3.24 -1.09  -1.4690
O -0.47 -1.30 -2.04  0.1272
Ge -1.24 -0.16 -3.31  -0.6958
O 0.06 1.18 -2.98  -0.3842
C 0.12 2.45 -3.60  1.4464
C -0.36 2.40 -5.05  -1.8483
C 1.59 2.87 -3.57  -1.6462
C -0.72 3.46 -2.81  -1.1933
O -2.36 0.58 -1.97  -0.0428
C -3.63 0.10 -1.58  1.3032
C -4.36 1.26 -0.90  -1.5970
C -3.47 -1.06 -0.59  -1.1185
C -4.45 -0.38 -2.78  -1.8377
H 2.73 -2.25 -2.46  0.4747
H 2.13 -1.10 -1.27  0.0643
H 1.94 -0.75 -3.00  0.1206
H 1.12 -3.79 -3.68  0.4404
H 0.47 -2.31 -4.43  0.4134
H -0.63 -3.44 -3.61  0.3504
H 1.30 -3.98 -1.15  0.4391
H -0.46 -3.75 -1.10  0.4402
H 0.60 -2.71 -0.14  0.0665
H 0.18 1.63 -5.60  0.3603
H -0.21 3.37 -5.53  0.4679
H -1.43 2.16 -5.09  0.4070
H 2.19 2.16 -4.14  0.3953
H 1.96 2.88 -2.54  0.3217
H 1.73 3.87 -4.00  0.3922
H -1.75 3.11 -2.73  0.0920
H -0.71 4.44 -3.30  0.4268
H -0.33 3.59 -1.80  0.3199
H -3.77 1.63 -0.06  0.3346
H -5.34 0.95 -0.53  0.3931
H -4.49 2.08 -1.61  0.3736
H -3.01 -0.73 0.35  0.2903
H -2.84 -1.84 -1.01  0.0980
H -4.45 -1.49 -0.33  0.4325
H -4.50 0.41 -3.53  0.3419
H -5.46 -0.65 -2.48  0.4593
H -3.98 -1.25 -3.25  0.3988
F 4.13 -0.22 1.81  -0.4402
C 3.39 -1.32 2.09  -0.0659
C 2.03 -1.15 2.42  -0.1208
C 1.28 -2.35 2.51  -0.0197
F -0.07 -2.27 2.64  -0.5030
C 1.84 -3.58 2.36  0.7004
F 1.05 -4.69 2.35  -0.3752
C 3.21 -3.73 2.08  0.0330
F 3.87 -4.84 2.63  -0.3166
C 3.96 -2.55 1.94  0.5935
F 5.26 -2.64 1.51  -0.3379
N -0.89 3.24 1.78  -0.4722
C -1.36 4.09 2.44  0.3426
N -1.97 5.03 3.10  -0.7283
C -1.56 5.32 4.32  0.5353
N -1.28 5.65 5.40  -0.6326
Se 1.36 0.47 3.13  0.1503
C 1.68 0.24 5.00  0.7136
C 1.29 1.24 5.89  -0.7254
C 1.53 1.06 7.24  -0.3496
N 2.11 -0.03 7.76  -0.6774
C 2.46 -0.98 6.90  -0.4298
C 2.28 -0.90 5.53  -0.1569
H 0.82 2.15 5.54  0.5019
H 1.24 1.83 7.94  0.3764
H 2.93 -1.86 7.33  0.3579
H 2.59 -1.71 4.88  0.2345

---

# 8
The following is a DFT calculation (the ωB97M-V functional and the def2-TZVPD basis) of a 2-piece molecular cluster, C4H13NO2 overall.

Properties
Gap between HOMO and LUMO (hartree): 0.3714
Max |F| (eV/Å): 3.3
Energy (a.u.): -365.38769
SMILES string: CC(C)NCO.O

Each line ends with the Mulliken charge.
Atoms and positions in Å:
C -0.81 -0.71 0.73  -1.3846
C -1.22 0.38 -0.26  0.6032
C -2.42 0.03 -1.12  -1.4159
N -0.06 0.84 -1.16  -0.4784
C 0.96 -0.20 -1.37  -0.4199
O 1.77 -0.34 -0.24  -0.4800
H -0.66 -1.68 0.25  0.3435
H -0.17 -0.25 1.46  0.3878
H -1.79 -0.87 1.29  0.4055
H -1.41 1.26 0.36  0.1671
H -2.38 0.76 -1.97  0.3685
H -2.54 -0.90 -1.67  0.3079
H -3.39 0.26 -0.69  0.3832
H -0.56 1.15 -1.98  0.2405
H 0.55 -1.16 -1.72  0.3050
H 1.65 0.11 -2.21  0.3001
H 1.59 0.48 0.22  0.3632
H 3.09 -0.03 2.89  0.3101
H 4.26 0.19 3.81  0.3175
O 3.55 0.66 3.37  -0.6245